1.
Here is a molecular structure, C44H77F6HfN5O12S2 in a non-equilibrium geometry from the Open Molecules 2025 dataset. Energies are from ωB97M-V with the def2-TZVPD basis set.

Geometry as XYZ:
```
147
Properties=species:S:1:pos:R:3
Hf -1.642 -0.490 2.338
C 1.366 1.242 6.437
C 0.501 2.193 5.598
C 0.831 3.703 5.747
C 2.181 4.003 5.179
C 1.908 3.964 3.646
C 1.518 2.516 3.222
N 0.437 1.991 4.106
O -0.263 0.856 3.656
C 2.803 1.633 3.190
C 0.987 2.685 1.798
C -0.953 2.115 6.200
H 1.837 1.858 7.203
H 2.152 0.852 5.790
H 0.861 0.377 6.862
H 0.900 3.846 6.831
H 0.012 4.339 5.418
H 2.985 3.343 5.496
H 2.474 5.035 5.388
H 2.796 4.195 3.057
H 1.120 4.658 3.352
H 3.202 1.504 4.201
H 3.634 2.224 2.797
H 2.750 0.628 2.778
H 1.651 3.300 1.189
H -0.008 3.125 1.861
H 0.916 1.758 1.238
H -0.961 2.253 7.283
H -1.333 1.102 6.055
H -1.640 2.841 5.766
C 7.718 2.627 -3.331
C 6.214 2.521 -3.212
C 5.905 1.129 -2.543
C 4.485 0.980 -2.085
C 4.189 2.056 -1.071
C 4.284 3.446 -1.767
N 5.667 3.608 -2.330
O 5.908 4.832 -2.870
C 4.164 4.494 -0.588
C 3.169 3.582 -2.785
C 5.657 2.545 -4.693
H 8.192 1.800 -3.865
H 8.202 2.603 -2.352
H 8.030 3.538 -3.840
H 6.583 0.946 -1.704
H 6.137 0.303 -3.222
H 4.300 -0.028 -1.704
H 3.838 1.002 -2.966
H 4.702 1.930 -0.118
H 3.131 1.884 -0.849
H 4.422 5.466 -1.008
H 4.850 4.232 0.214
H 3.125 4.472 -0.257
H 3.284 4.591 -3.199
H 2.142 3.662 -2.428
H 3.285 2.914 -3.635
H 4.991 3.384 -4.894
H 4.965 1.701 -4.787
H 6.371 2.457 -5.509
C -2.903 -4.279 3.877
C -3.136 -4.670 2.416
C -4.458 -5.469 2.453
C -5.093 -5.833 1.133
C -5.261 -4.555 0.292
C -3.939 -3.770 0.110
N -3.396 -3.540 1.506
O -2.412 -2.538 1.439
C -4.414 -2.485 -0.608
C -3.030 -4.553 -0.895
C -1.955 -5.541 1.943
H -3.012 -5.152 4.521
H -3.480 -3.393 4.131
H -1.843 -4.074 4.050
H -5.207 -5.049 3.132
H -4.240 -6.357 3.058
H -6.065 -6.316 1.248
H -4.507 -6.592 0.611
H -6.016 -3.844 0.631
H -5.635 -4.909 -0.672
H -5.255 -2.003 -0.110
H -4.684 -2.765 -1.629
H -3.611 -1.796 -0.871
H -2.000 -4.712 -0.583
H -2.984 -4.066 -1.869
H -3.499 -5.521 -1.077
H -2.226 -6.483 1.459
H -1.367 -5.991 2.750
H -1.257 -4.997 1.310
C -1.039 2.157 -1.363
F -1.897 2.952 -0.755
F -1.191 2.295 -2.660
F 0.184 2.479 -0.967
S -1.408 0.274 -0.834
O -2.639 0.247 -0.045
O -1.489 -0.584 -1.996
N -0.411 -0.176 0.541
S 0.977 -0.514 -0.228
O 1.178 0.183 -1.482
O 2.086 -0.397 0.691
C 0.871 -2.414 -0.628
F 0.959 -3.103 0.493
F -0.303 -2.661 -1.205
F 1.874 -2.687 -1.422
C 2.866 -2.555 -4.602
C 3.795 -1.839 -5.338
C 3.468 -0.617 -5.899
C 2.200 -0.122 -5.715
C 1.206 -0.756 -4.984
C 1.592 -2.001 -4.431
N 1.892 1.211 -6.242
O 2.728 1.690 -6.989
O 0.890 1.828 -5.923
H 3.093 -3.520 -4.174
H 4.795 -2.251 -5.363
H 4.290 -0.034 -6.286
H 0.355 -0.216 -4.597
H 0.932 -2.598 -3.816
C -4.253 3.264 1.668
C -2.975 2.813 2.359
O -2.455 1.738 2.096
C -2.232 3.890 3.089
H -4.672 4.191 2.062
H -4.978 2.482 1.872
H -4.083 3.482 0.614
H -2.775 4.309 3.938
H -2.111 4.620 2.282
H -1.257 3.647 3.512
C -6.328 0.310 1.934
C -5.293 -0.648 2.456
O -4.095 -0.434 2.261
C -5.796 -1.925 3.023
H -6.341 1.207 2.552
H -7.263 -0.247 1.946
H -6.061 0.573 0.911
H -6.169 -2.521 2.188
H -6.697 -1.727 3.606
H -4.953 -2.402 3.514
C -0.797 -3.769 -6.639
C -1.617 -2.801 -5.803
O -1.759 -1.620 -6.036
C -2.219 -3.353 -4.528
H 0.019 -3.257 -7.143
H -1.440 -4.443 -7.197
H -0.286 -4.267 -5.808
H -3.045 -2.718 -4.213
H -1.482 -3.326 -3.721
H -2.491 -4.406 -4.612
```

For the gap between HOMO and LUMO, the calculation gives 0.054 Eh. The HOMO energy is -0.153 Ha. As for the total charge: 0. The value obtained for the electronic energy is -118164.623 eV. Its lowest unoccupied orbital energy is -2.69 eV.

***

2.
Here is 2 unconnected molecules or ions with the total composition CH5FP2 in a non-equilibrium geometry from the Open Molecules 2025 dataset. Energies are from ωB97M-V with the def2-TZVPD basis set.

Geometry as XYZ:
```
9
Properties=species:S:1:pos:R:3
C -0.159 -0.369 0.279
F -1.117 -0.768 1.059
P -0.611 0.672 -1.163
P 1.303 -0.163 1.310
H 0.393 -1.830 -0.833
H -1.864 1.030 -0.653
H -1.427 -0.108 -1.931
H 1.262 1.251 1.647
H 2.221 0.285 0.286
```

For the gap between HOMO and LUMO, the calculation gives 0.331 Eh. The HOMO energy is -0.344 Ha. As for the total charge: 0. The value obtained for the energy relative to the best compared isomer or geometry (same formula, charge and spin) is 108.8 kcal per mole. The value obtained for the electronic energy is -22408.194 eV. Its lowest unoccupied orbital energy is -0.38 eV.

***

3.
Here is 6 unconnected molecules or ions with the total composition H13O6 in a non-equilibrium geometry from the Open Molecules 2025 dataset. Energies are from ωB97M-V with the def2-TZVPD basis set.

Geometry as XYZ:
```
19
Properties=species:S:1:pos:R:3
O 0.234 -0.166 0.024
H 0.268 -0.574 0.900
H 0.829 0.615 -0.286
H -0.648 -0.377 -0.365
O 0.652 1.287 -2.559
H 0.272 1.302 -3.405
H 1.365 0.630 -2.610
O -0.849 -2.723 0.257
H -1.431 -3.087 -0.444
H 0.022 -3.050 0.220
O 1.757 2.148 0.483
H 1.484 2.596 1.307
H 2.084 2.879 -0.043
O -2.396 -0.107 -0.793
H -2.837 -0.066 -1.659
H -3.082 -0.162 -0.063
O 0.512 -0.284 2.732
H 0.342 -0.934 3.282
H 1.428 0.067 3.024
```

For the gap between HOMO and LUMO, the calculation gives 0.454 Eh. The HOMO energy is -0.562 Ha. As for the total charge: +1. The value obtained for the energy relative to the best compared isomer or geometry (same formula, charge and spin) is 31.6 kcal per mole. The value obtained for the electronic energy is -12489.155 eV. Its lowest unoccupied orbital energy is -2.95 eV.

***

4.
Here is a molecular structure, C7H10F5N2OTi in a non-equilibrium geometry from the Open Molecules 2025 dataset. Energies are from ωB97M-V with the def2-TZVPD basis set.

Geometry as XYZ:
```
26
Properties=species:S:1:pos:R:3
C -0.119 -2.118 -1.580
Ti 0.143 -0.679 -0.081
N 0.172 1.243 1.249
N -1.882 0.064 -0.318
H 0.337 2.035 0.618
H 0.074 -0.894 1.495
H 0.814 -2.703 -1.549
H -0.316 -1.767 -2.597
H -0.949 -2.747 -1.209
H -1.811 0.993 -0.750
H -2.433 0.152 0.549
H -2.421 -0.527 -0.959
H -0.698 1.387 1.761
H 0.930 1.208 1.937
F 6.018 2.024 -1.000
C 4.745 1.614 -1.162
C 4.152 0.748 -0.228
F 4.814 0.346 0.878
C 2.861 0.341 -0.473
F 2.247 -0.607 0.402
C 2.053 0.858 -1.495
O 0.749 0.616 -1.455
C 2.695 1.686 -2.462
F 2.009 2.130 -3.541
C 4.024 2.045 -2.279
F 4.626 2.844 -3.199
```

For the gap between HOMO and LUMO, the calculation gives 0.270 Eh. The HOMO energy is -0.451 Ha. As for the total charge: +1. The value obtained for the electronic energy is -49143.412 eV. Its lowest unoccupied orbital energy is -4.91 eV.

***

5.
Here is 11 unconnected molecules or ions with the total composition C23H57Br6N5O13 in a non-equilibrium geometry from the Open Molecules 2025 dataset. Energies are from ωB97M-V with the def2-TZVPD basis set.

Geometry as XYZ:
```
104
Properties=species:S:1:pos:R:3
C 1.603 -10.650 6.725
N 1.481 -10.202 5.315
O 2.315 -9.423 4.874
O 0.549 -10.627 4.665
H 2.510 -10.212 7.120
H 1.624 -11.735 6.691
H 0.736 -10.275 7.260
C 3.292 -5.538 6.447
N 2.190 -6.488 6.766
O 2.311 -7.216 7.730
O 1.197 -6.442 6.062
H 2.965 -4.542 6.728
H 3.482 -5.642 5.382
H 4.172 -5.879 6.985
C 5.447 -8.133 3.668
N 6.676 -7.960 4.514
O 6.804 -6.879 5.062
O 7.425 -8.900 4.647
H 4.651 -7.732 4.278
H 5.378 -9.196 3.465
H 5.602 -7.548 2.766
C 1.984 -10.239 1.379
N 1.139 -11.242 0.685
O 1.405 -11.481 -0.475
O 0.298 -11.810 1.347
H 1.677 -10.172 2.416
H 1.924 -9.318 0.812
H 3.011 -10.601 1.362
C 1.052 -3.996 3.994
N 0.769 -2.952 5.014
O 1.589 -2.786 5.896
O -0.277 -2.344 4.914
H 0.390 -4.811 4.271
H 2.100 -4.253 4.122
H 0.907 -3.668 2.970
Br 8.862 -3.112 3.117
C 10.179 -3.889 4.340
C 9.880 -5.356 4.476
Br 11.230 -6.181 5.648
H 10.192 -3.303 5.256
H 11.145 -3.687 3.882
H 9.846 -5.883 3.529
H 8.944 -5.511 5.007
Br -2.241 -5.545 5.350
C -2.307 -7.291 4.480
C -1.044 -7.574 3.713
Br -1.325 -8.980 2.373
H -3.167 -7.304 3.813
H -2.535 -8.077 5.198
H -0.198 -7.849 4.336
H -0.712 -6.747 3.093
Br 7.153 2.118 1.896
C 6.541 0.363 1.303
C 7.644 -0.419 0.600
Br 6.876 -2.141 0.154
H 5.726 0.542 0.604
H 6.121 -0.205 2.128
H 8.436 -0.574 1.328
H 8.005 0.090 -0.286
C 3.099 -4.742 -1.903
C 2.534 -3.344 -1.731
O 3.255 -2.745 -0.669
C 2.758 -1.490 -0.255
C 1.506 -1.588 0.599
H 2.675 -5.283 -2.749
H 4.183 -4.688 -1.993
H 2.851 -5.330 -1.017
H 2.684 -2.779 -2.660
H 1.459 -3.380 -1.532
H 3.566 -1.056 0.341
H 2.613 -0.787 -1.085
H 1.071 -0.610 0.809
H 1.732 -2.046 1.563
H 0.736 -2.174 0.094
C 7.353 -2.845 7.124
C 8.459 -3.589 7.829
O 9.536 -2.701 8.076
C 10.623 -3.313 8.745
C 11.625 -2.245 9.135
H 6.408 -3.388 7.202
H 7.166 -1.858 7.548
H 7.546 -2.702 6.060
H 8.163 -4.058 8.773
H 8.831 -4.369 7.149
H 10.288 -3.970 9.557
H 11.097 -3.973 8.006
H 12.268 -2.504 9.976
H 11.133 -1.323 9.450
H 12.234 -2.029 8.258
C 5.384 -3.672 3.889
C 4.655 -4.072 2.610
O 4.036 -5.320 2.903
C 3.172 -5.779 1.881
C 2.260 -6.828 2.480
H 6.244 -4.324 4.031
H 5.715 -2.636 3.851
H 4.716 -3.846 4.734
H 3.898 -3.319 2.367
H 5.371 -4.180 1.792
H 2.550 -4.954 1.507
H 3.751 -6.177 1.040
H 2.865 -7.703 2.729
H 1.480 -7.171 1.799
H 1.774 -6.454 3.378
```

For the gap between HOMO and LUMO, the calculation gives 0.345 Eh. The HOMO energy is -0.356 Ha. As for the total charge: 0. The value obtained for the electronic energy is -479084.061 eV. The SMILES is C[N+](=O)[O-].C[N+](=O)[O-].C[N+](=O)[O-].C[N+](=O)[O-].C[N+](=O)[O-].BrCCBr.BrCCBr.BrCCBr.CCOCC.CCOCC.CCOCC. Its lowest unoccupied orbital energy is -0.29 eV.

***

6.
Here is 2 unconnected molecules or ions with the total composition C4H5BrFN in a non-equilibrium geometry from the Open Molecules 2025 dataset. Energies are from ωB97M-V with the def2-TZVPD basis set.

Geometry as XYZ:
```
12
Properties=species:S:1:pos:R:3
C -2.337 -3.379 -0.038
C 0.467 -0.893 -0.331
C -0.504 -0.052 -0.057
C 1.931 -0.550 -0.512
N -2.462 -2.565 -0.910
F 0.261 -2.270 -0.521
Br -0.789 1.650 0.541
H -1.877 -3.043 0.878
H -2.915 -4.282 0.071
H 2.375 -1.588 -0.926
H 2.263 -0.485 0.535
H 2.163 0.289 -1.136
```

For the gap between HOMO and LUMO, the calculation gives 0.172 Eh. The HOMO energy is -0.266 Ha. As for the total charge: 0. The value obtained for the energy relative to the best compared isomer or geometry (same formula, charge and spin) is 135.2 kcal per mole. The value obtained for the electronic energy is -78471.327 eV. Its lowest unoccupied orbital energy is -2.54 eV.

***

7.
Here is a molecular structure, C4H6O in a non-equilibrium geometry from the Open Molecules 2025 dataset. Energies are from ωB97M-V with the def2-TZVPD basis set.

Geometry as XYZ:
```
11
Properties=species:S:1:pos:R:3
C -1.809 -0.606 0.326
C -1.109 0.445 -0.309
C 0.225 0.659 -0.123
C 1.312 -0.290 0.018
O 2.556 0.376 -0.005
H -2.899 -0.630 0.166
H -1.123 -1.105 1.001
H -1.501 1.133 -1.108
H 0.571 -0.109 0.914
H 1.475 -1.187 -0.604
H 2.302 1.314 -0.277
```

For the gap between HOMO and LUMO, the calculation gives 0.285 Eh. The HOMO energy is -0.293 Ha. As for the total charge: 0. The value obtained for the energy relative to the best compared isomer or geometry (same formula, charge and spin) is 119.0 kcal per mole. The value obtained for the electronic energy is -6286.758 eV. Its lowest unoccupied orbital energy is -0.23 eV.

***

8.
Here is a molecular structure, C27H42N8O2RuSi from the Open Molecules 2025 dataset. Energies are from ωB97M-V with the def2-TZVPD basis set.

Geometry as XYZ:
```
81
Properties=species:S:1:pos:R:3
Ru -0.441 -0.157 -1.287
C 1.578 0.407 -0.963
Si 1.740 0.837 0.836
C 0.484 -0.313 1.660
N -0.832 -0.311 0.951
C -1.685 0.823 1.419
C -2.102 0.747 2.884
C -2.824 -0.566 3.165
C -1.949 -1.731 2.714
C -1.562 -1.581 1.249
C 3.435 0.498 1.559
C 3.658 0.575 2.937
C 4.916 0.353 3.474
C 5.984 0.056 2.637
C 5.787 -0.019 1.267
C 4.522 0.197 0.736
C 1.348 2.644 1.180
C 1.741 3.639 0.282
C 1.540 4.986 0.552
C 0.951 5.369 1.747
C 0.585 4.403 2.674
C 0.786 3.060 2.390
H 2.236 -0.440 -1.188
H 1.938 1.226 -1.599
H 0.361 -0.137 2.730
H 0.891 -1.329 1.592
H -2.592 0.790 0.815
H -1.169 1.753 1.195
H -2.746 1.605 3.087
H -1.245 0.849 3.554
H -3.766 -0.587 2.607
H -3.077 -0.655 4.222
H -2.478 -2.680 2.823
H -1.059 -1.798 3.346
H -2.452 -1.604 0.624
H -0.929 -2.410 0.933
H 2.841 0.824 3.607
H 5.068 0.418 4.544
H 6.969 -0.110 3.053
H 6.619 -0.242 0.611
H 4.384 0.138 -0.338
H 2.260 3.370 -0.637
H 1.853 5.734 -0.165
H 0.793 6.418 1.963
H 0.146 4.696 3.618
H 0.493 2.326 3.133
C -3.031 3.228 -2.036
C -2.426 1.906 -1.697
N -1.145 1.728 -1.594
O -0.390 2.799 -2.038
C -3.241 0.723 -1.563
C -4.735 0.747 -1.608
N -2.559 -0.401 -1.469
O -3.133 -1.533 -1.510
H -2.345 4.037 -1.812
H -3.958 3.362 -1.480
H -3.279 3.272 -3.099
H 0.438 2.716 -1.546
H -5.116 1.122 -2.560
H -5.139 1.387 -0.821
H -5.104 -0.265 -1.465
C 0.699 -5.323 -2.858
N 0.913 -4.237 -1.910
C 1.691 -4.499 -0.708
C 0.236 -3.069 -2.000
N 0.285 -2.119 -1.135
N -0.572 -2.936 -3.124
C -0.990 -1.766 -3.700
N -1.765 -1.928 -4.798
N -0.606 -0.598 -3.280
H 1.417 -6.110 -2.648
H 0.873 -4.992 -3.883
H -0.301 -5.761 -2.772
H 2.316 -5.370 -0.879
H 1.054 -4.689 0.160
H 2.359 -3.664 -0.489
H 0.966 -2.274 -0.405
H -0.894 -3.784 -3.555
H -2.232 -2.807 -4.948
H -2.272 -1.124 -5.128
H -1.013 0.149 -3.832
```

For the gap between HOMO and LUMO (spin up / spin down), the calculation gives 0.295 / 0.262 Eh. Its multiplicity is 2. The HOMO energy (spin up / spin down) is -0.375 / -0.374 Ha. As for the total charge: +1. The value obtained for the energy relative to the best compared isomer or geometry (same formula, charge and spin) is 0.0 kcal per mole. The value obtained for the electronic energy is -55150.516 eV. Its lowest unoccupied orbital energy (spin up / spin down) is -2.17 / -3.04 eV.

***

Which value of electronic energy does entry 5 give? -479084.061 eV

***

What is the formula in the seventh record? C4H6O

***

Repeat the second record exactly.
Here is 2 unconnected molecules or ions with the total composition CH5FP2 in a non-equilibrium geometry from the Open Molecules 2025 dataset. Energies are from ωB97M-V with the def2-TZVPD basis set.

Geometry as XYZ:
```
9
Properties=species:S:1:pos:R:3
C -0.159 -0.369 0.279
F -1.117 -0.768 1.059
P -0.611 0.672 -1.163
P 1.303 -0.163 1.310
H 0.393 -1.830 -0.833
H -1.864 1.030 -0.653
H -1.427 -0.108 -1.931
H 1.262 1.251 1.647
H 2.221 0.285 0.286
```

For the gap between HOMO and LUMO, the calculation gives 0.331 Eh. The HOMO energy is -0.344 Ha. As for the total charge: 0. The value obtained for the energy relative to the best compared isomer or geometry (same formula, charge and spin) is 108.8 kcal per mole. The value obtained for the electronic energy is -22408.194 eV. Its lowest unoccupied orbital energy is -0.38 eV.